Molecular formula: C11H20N3P2W
Method: DFT, ωB97M-V with the def2-TZVPD basis set

Charge   +1
Frontier orbital gap (spin up / spin down)   5.99 / 6.36 eV
Energy   -1344.69617 Ha
Multiplicity   3
Energy relative to the best compared isomer or geometry (same formula, charge and spin)   0.000 eV
Highest occupied orbital energy (spin up / spin down)   -10.3564 / -10.5648 eV
LUMO level (spin up / spin down)   -4.36 / -4.20 eV

Geometry as XYZ:
```
37
Properties=species:S:1:pos:R:3:forces:R:3
C 0.9169 1.2334 -0.6050 -1.655 0.723 2.149
C 1.9692 2.1151 -0.0552 -0.846 -1.550 -0.312
C 1.8881 2.2692 1.3418 -0.662 -0.316 -0.390
C 0.7072 1.6717 1.7965 -0.566 -1.567 -1.478
C -0.0053 0.8824 0.7179 2.312 3.311 -1.857
W 0.5075 -0.9619 -0.3516 3.161 2.385 0.353
P -0.7114 -1.1974 -2.3327 -0.831 -0.845 -1.811
H 0.3960 1.4902 -1.5621 0.707 -0.034 0.827
H 2.7261 2.5598 -0.6838 0.094 0.011 0.020
H 2.6217 2.7926 1.9617 -0.440 -0.133 -0.297
H -1.0933 0.9975 0.5858 0.367 -0.077 0.341
H 0.2836 1.7202 2.7910 0.292 0.022 0.114
H -0.7596 -2.5443 -2.8434 -0.056 0.533 0.235
H -0.0741 -0.6408 -3.5042 -0.266 -0.103 0.582
H -2.0594 -0.8418 -2.6827 0.558 -0.042 0.440
C -2.8414 -2.5137 3.4231 0.266 -0.303 -0.325
N -3.0076 -2.8784 1.9994 -0.282 -0.054 0.073
C -2.3690 -4.1845 1.7388 0.083 0.377 0.495
N -0.9534 -4.2270 2.1483 0.141 -0.191 -0.205
C -0.8292 -3.8475 3.5709 -0.195 0.291 -0.420
N -1.4295 -2.5300 3.8649 0.008 0.031 -0.285
C -0.6592 -1.4353 3.2542 -0.009 -0.100 0.209
P -0.6876 -1.6324 1.4039 -1.802 -1.025 -0.082
C -2.5063 -1.8353 1.0927 -0.042 -0.480 1.081
C -0.1059 -3.3688 1.2681 -0.760 -0.958 1.186
H -3.3974 -3.2536 4.0214 0.205 0.339 -0.146
H -3.2494 -1.5059 3.5906 0.025 -0.360 -0.015
H -2.4385 -4.4138 0.6671 -0.053 -0.007 0.273
H -2.9136 -4.9442 2.3222 0.203 0.215 -0.268
H 0.2381 -3.8185 3.8434 -0.386 -0.097 -0.031
H -1.3482 -4.6100 4.1725 0.197 0.278 -0.199
H -1.0914 -0.4700 3.5639 0.123 -0.260 -0.257
H 0.3781 -1.4656 3.6207 -0.230 0.030 -0.140
H -2.6959 -2.1242 0.0480 0.251 0.080 0.291
H -3.0361 -0.8921 1.2865 0.106 -0.140 -0.042
H 0.9278 -3.4539 1.6258 -0.123 0.021 -0.186
H -0.1834 -3.7489 0.2412 0.105 -0.005 0.077
```
Forces are in eV/Å.